1.
Molecular formula: C25H49BBrN4O5
Method: DFT, wB97M-V/def2-TZVPD

Atoms and positions in Å:
C1 -0.051 -4.747 2.320
C2 0.313 -3.917 1.344
C3 -0.567 -3.505 0.198
C4 -1.174 -2.069 0.343
C5 -2.688 -2.128 0.606
C6 -3.088 -2.890 1.870
C7 -3.299 -2.100 3.138
N1 -3.308 -4.135 1.894
C8 -0.472 -1.311 1.475
C9 -0.816 0.190 1.538
B1 0.037 0.828 2.739
N2 1.465 0.921 2.699
O1 -0.602 1.254 3.879
C10 -0.346 0.766 0.202
C11 -1.030 0.159 -1.014
C12 -2.483 0.603 -1.300
C13 -2.891 1.886 -0.579
C14 -2.298 3.143 -1.213
Br1 -4.848 1.991 -0.650
N3 -0.859 -1.356 -0.992
C15 -1.513 -1.985 -2.178
C16 -1.014 -1.410 -3.495
C17 0.478 -1.325 -3.703
N4 -1.788 -1.058 -4.427
H1 -0.794 -5.525 2.178
H2 0.409 -4.696 3.300
H3 1.314 -3.500 1.346
H4 -1.315 -4.270 -0.008
H5 0.055 -3.460 -0.701
H6 -3.229 -2.570 -0.232
H7 -3.064 -1.112 0.716
H8 -4.098 -2.562 3.711
H9 -2.392 -2.063 3.742
H10 -3.588 -1.072 2.916
H11 -3.174 -4.564 0.978
H12 0.604 -1.365 1.308
H13 -0.722 -1.804 2.409
H14 -1.884 0.332 1.722
H15 1.951 0.283 2.083
H16 1.823 1.858 2.569
H17 -1.392 1.781 3.740
H18 0.714 0.504 0.121
H19 -0.380 1.851 0.140
H20 -0.435 0.486 -1.868
H21 -2.581 0.804 -2.368
H22 -3.206 -0.176 -1.080
H23 -2.686 1.853 0.484
H24 -1.330 2.938 -1.671
H25 -2.972 3.544 -1.966
H26 -2.177 3.924 -0.463
H27 0.153 -1.522 -1.096
H28 -2.589 -1.871 -2.109
H29 -1.290 -3.051 -2.179
H30 1.046 -1.820 -2.913
H31 0.800 -0.285 -3.749
H32 0.737 -1.800 -4.646
H33 -2.773 -1.162 -4.182
O2 0.745 3.615 1.293
C18 0.804 4.815 1.144
O3 0.300 5.592 2.105
C19 0.439 7.026 2.114
C20 -0.629 7.704 1.286
C21 1.360 5.428 -0.116
H34 1.446 7.309 1.807
H35 0.338 7.294 3.163
H36 -0.559 7.434 0.232
H37 -0.530 8.787 1.367
H38 -1.619 7.419 1.642
H39 0.566 5.444 -0.865
H40 2.162 4.789 -0.476
H41 1.743 6.436 0.005
O4 2.092 -2.078 -0.559
C22 3.184 -2.483 -0.914
O5 4.231 -1.700 -0.702
C23 5.595 -2.122 -0.932
C24 6.006 -1.941 -2.375
C25 3.335 -3.801 -1.625
H42 5.734 -3.144 -0.582
H43 6.180 -1.478 -0.281
H44 5.416 -2.563 -3.047
H45 7.055 -2.209 -2.495
H46 5.877 -0.902 -2.677
H47 3.130 -3.642 -2.684
H48 2.593 -4.489 -1.226
H49 4.318 -4.252 -1.525

total charge	+1
largest force on an atom	0.02152	Eh/bohr
HOMO energy	-11.647	eV
orbital gap	9.70	eV



2.
Molecular formula: C25H49Br20O2
Method: DFT, wB97M-V/def2-TZVPD

Atoms and positions in Å:
C1 4.025 -0.352 -3.349
C2 4.110 1.114 -2.784
C3 5.099 2.046 -3.605
C4 2.715 1.779 -2.539
C5 1.709 1.651 -3.739
O1 0.523 1.353 -3.431
O2 2.028 1.875 -4.950
H1 2.988 -0.678 -3.593
H2 4.615 -0.416 -4.290
H3 4.480 -1.059 -2.612
H4 4.590 1.029 -1.771
H5 4.562 2.923 -4.039
H6 5.876 2.477 -2.924
H7 5.567 1.508 -4.458
H8 2.273 1.256 -1.656
H9 2.769 2.864 -2.281
Br1 -5.071 -1.233 -3.171
C6 -3.693 0.100 -3.544
C7 -2.517 -0.046 -2.617
Br2 -2.910 0.667 -0.846
H10 -4.172 1.074 -3.480
H11 -3.391 -0.085 -4.574
H12 -1.667 0.542 -2.978
H13 -2.204 -1.078 -2.479
Br3 -7.731 -3.574 -1.158
C8 -6.437 -5.003 -1.434
C9 -5.748 -5.376 -0.146
Br4 -4.396 -4.063 0.340
H14 -5.748 -4.663 -2.204
H15 -7.018 -5.843 -1.815
H16 -5.205 -6.315 -0.262
H17 -6.430 -5.457 0.697
Br5 4.120 6.272 -3.765
C10 3.221 6.440 -5.488
C11 2.673 5.116 -5.963
Br6 4.090 3.987 -6.669
H18 3.939 6.872 -6.180
H19 2.415 7.153 -5.314
H20 1.986 5.263 -6.795
H21 2.171 4.545 -5.182
Br7 -2.884 -4.124 -2.899
C12 -1.598 -5.562 -3.157
C13 -0.923 -5.919 -1.859
Br8 0.433 -4.610 -1.375
H22 -0.904 -5.238 -3.928
H23 -2.182 -6.404 -3.530
H24 -0.385 -6.862 -1.950
H25 -1.617 -5.981 -1.022
Br9 1.775 -7.739 0.740
C14 1.177 -7.335 2.549
C15 0.459 -6.011 2.599
Br10 1.719 -4.527 2.534
H26 2.054 -7.370 3.191
H27 0.504 -8.149 2.815
H28 -0.067 -5.896 3.544
H29 -0.242 -5.871 1.779
Br11 -2.011 -7.569 5.351
C16 -2.223 -5.939 6.396
C17 -3.110 -4.951 5.685
Br12 -2.165 -4.069 4.232
H30 -1.224 -5.557 6.594
H31 -2.678 -6.257 7.334
H32 -3.410 -4.150 6.359
H33 -3.998 -5.408 5.253
Br13 0.585 2.848 0.153
C18 -0.003 4.662 -0.204
C19 0.919 5.340 -1.183
Br14 2.581 5.912 -0.347
H34 -0.074 5.173 0.753
H35 -1.002 4.559 -0.629
H36 0.468 6.258 -1.562
H37 1.192 4.701 -2.021
Br15 0.752 7.380 2.482
C20 1.032 9.252 2.938
C21 1.338 10.075 1.714
Br16 3.174 9.804 1.118
H38 1.823 9.282 3.681
H39 0.097 9.576 3.395
H40 1.266 11.138 1.940
H41 0.694 9.843 0.869
Br17 -5.025 -8.106 2.152
C22 -4.893 -9.739 3.205
C23 -6.146 -9.980 4.007
Br18 -6.218 -8.816 5.565
H42 -4.002 -9.646 3.822
H43 -4.745 -10.536 2.477
H44 -6.156 -10.993 4.407
H45 -7.058 -9.809 3.441
Br19 7.318 9.173 3.451
C24 5.908 10.298 4.183
C25 5.246 9.647 5.370
Br20 4.021 8.241 4.813
H46 5.216 10.509 3.370
H47 6.406 11.221 4.481
H48 4.628 10.367 5.906
H49 5.953 9.197 6.062

total charge	-1
largest force on an atom	0.03640	Eh/bohr
HOMO energy	-4.197	eV
energy above the lowest of the compared OMol25 structures with the same formula, charge and spin	60.9	kJ/mol
orbital gap	5.47	eV